Computed, not measured: an isolated molecule of C3H7N in a non-equilibrium geometry, with wB97M-V/def2-TZVPD.

Results
Net charge ... 0
Energy above the lowest of the compared OMol25 structures with the same formula, charge and spin ... 11.88 kcal per mole
SMILES string ... C=CCN

Positions of all 11 atoms, in Å:
C: 1.82 0.41 0.01
C: 0.56 0.58 -0.34
C: -0.55 -0.11 0.42
N: -1.64 -0.46 -0.50
H: 2.60 0.89 -0.58
H: 2.15 -0.22 0.82
H: 0.19 1.29 -1.07
H: -0.21 -0.96 1.02
H: -0.98 0.57 1.17
H: -2.49 -0.64 0.01
H: -1.44 -1.35 -0.94

Computed, not measured: a cluster of 2 separate species, C2H7S in total in a non-equilibrium geometry, with wB97M-V/def2-TZVPD.

Results
Net charge ... -1
Energy above the lowest of the compared OMol25 structures with the same formula, charge and spin ... 30.66 kcal per mole

Positions of all 10 atoms, in Å:
C: -1.27 0.14 -3.08
H: -2.16 0.65 -2.93
H: -1.39 -0.97 -2.95
H: -0.74 0.34 -4.06
H: -0.69 0.78 -2.32
C: 1.23 -0.28 3.04
S: 1.46 1.61 2.68
H: 2.11 -1.06 2.80
H: 0.33 -0.84 2.68
H: 1.13 -0.36 4.13

Computed, not measured: an isolated molecule of C2H2FNS in a non-equilibrium geometry, with wB97M-V/def2-TZVPD.

Results
Net charge ... 0
Energy above the lowest of the compared OMol25 structures with the same formula, charge and spin ... 72.06 kcal per mole
SMILES string ... C=C=NSF

Positions of all 7 atoms, in Å:
C: -0.09 -1.67 -0.60
C: 0.07 -0.34 -0.44
N: 0.16 0.74 0.14
S: -0.08 2.89 0.26
F: 0.35 2.62 1.86
H: 0.55 -2.26 -1.05
H: -0.97 -1.99 -0.17

Computed, not measured: an isolated molecule of C2HCl4NO3 in a non-equilibrium geometry, with wB97M-V/def2-TZVPD.

Results
Net charge ... 0
Energy above the lowest of the compared OMol25 structures with the same formula, charge and spin ... 0.00 kcal per mole
SMILES string ... O=[N+]([O-])[C@@](O)(Cl)C(Cl)(Cl)Cl

Positions of all 11 atoms, in Å:
O: 2.52 2.27 0.18
N: 1.51 1.79 0.60
O: 0.90 2.10 1.57
C: 0.94 0.60 -0.20
O: -0.35 0.49 0.14
Cl: 1.17 1.01 -1.95
C: 1.78 -0.66 0.12
Cl: 1.70 -0.95 1.88
Cl: 1.02 -2.04 -0.73
Cl: 3.45 -0.49 -0.39
H: -0.74 -0.36 -0.12

Computed, not measured: an isolated molecule of C6H10O, with wB97M-V/def2-TZVPD.

Results
Net charge ... 0
Energy above the lowest of the compared OMol25 structures with the same formula, charge and spin ... 18.07 kcal per mole
SMILES string ... C/C=C/CCC=O

Positions of all 17 atoms, in Å:
C: -2.56 -0.43 -1.03
C: -1.59 0.39 -0.24
C: -0.33 0.63 -0.61
C: 0.73 1.02 0.39
C: 1.29 -0.28 1.02
C: 2.65 -0.66 0.49
O: 2.89 -0.79 -0.69
H: -2.66 -1.41 -0.55
H: -2.19 -0.59 -2.05
H: -3.56 0.01 -1.08
H: -1.90 0.69 0.76
H: 0.03 0.31 -1.59
H: 1.54 1.59 -0.08
H: 0.30 1.65 1.18
H: 0.62 -1.10 0.74
H: 1.29 -0.24 2.11
H: 3.46 -0.80 1.24

Computed, not measured: a structure of composition C26H49N5SSi4TcTe in a non-equilibrium geometry, with wB97M-V/def2-TZVPD.

Results
Net charge ... +2
Energy above the lowest of the compared OMol25 structures with the same formula, charge and spin ... 0.00 kcal per mole
Expectation value of S² ... 3.79
2S+1 ... 4

Positions of all 87 atoms, in Å:
Tc: 0.39 -0.66 0.12
N: 2.46 -4.02 1.54
C: 1.68 -3.35 0.69
N: 1.43 -2.12 1.11
C: 2.12 -1.98 2.33
C: 2.23 -0.90 3.20
C: 3.01 -1.07 4.32
C: 3.66 -2.29 4.59
C: 3.55 -3.37 3.74
C: 2.77 -3.18 2.60
H: 2.76 -4.98 1.43
H: 1.27 -3.78 -0.21
H: 1.71 0.03 3.00
H: 3.12 -0.25 5.03
H: 4.26 -2.38 5.48
H: 4.06 -4.30 3.94
C: -0.20 0.12 5.74
Si: -1.06 -1.51 5.46
C: -2.21 -1.87 6.89
C: 0.15 -2.93 5.30
Si: -2.52 -1.50 3.61
Te: -1.80 -0.44 1.37
Si: -4.43 -0.14 3.96
C: -5.44 -0.92 5.32
C: -5.45 -0.05 2.40
C: -3.81 1.56 4.46
Si: -2.96 -3.68 2.84
C: -4.28 -3.62 1.52
C: -3.53 -4.69 4.30
C: -1.36 -4.36 2.13
H: 0.46 0.04 6.61
H: -0.93 0.91 5.95
H: 0.40 0.43 4.89
H: -1.63 -2.25 7.73
H: -2.97 -2.61 6.65
H: -2.73 -0.96 7.22
H: 0.83 -2.96 6.15
H: 0.75 -2.88 4.39
H: -0.40 -3.88 5.28
H: -5.71 -1.95 5.09
H: -6.37 -0.35 5.44
H: -4.93 -0.91 6.29
H: -5.97 -0.99 2.22
H: -4.86 0.18 1.51
H: -6.21 0.73 2.49
H: -3.26 1.51 5.40
H: -4.65 2.25 4.60
H: -3.16 1.98 3.69
H: -5.25 -3.34 1.95
H: -4.40 -4.61 1.06
H: -4.05 -2.91 0.73
H: -4.44 -4.28 4.74
H: -2.77 -4.75 5.08
H: -3.75 -5.72 3.99
H: -0.95 -3.67 1.38
H: -1.52 -5.32 1.64
H: -0.62 -4.50 2.91
C: 2.70 0.15 -1.43
C: 2.37 1.21 -0.44
C: 2.92 2.50 -0.32
C: 2.30 3.10 0.75
C: 1.36 2.17 1.29
C: 0.51 2.39 2.48
N: 1.41 1.02 0.55
H: 3.66 0.38 -1.90
H: 1.96 0.09 -2.23
H: 2.81 -0.83 -0.96
H: 3.69 2.92 -0.96
H: 2.47 4.10 1.13
H: 0.06 3.38 2.45
H: 1.13 2.35 3.38
H: -0.27 1.64 2.56
C: 0.98 -3.56 -3.94
N: 0.46 -2.20 -4.02
C: 0.61 -1.38 -5.23
C: -0.18 -0.11 -4.89
N: -0.47 -0.30 -3.46
C: -0.16 -1.54 -3.06
S: -0.63 -2.19 -1.53
H: 0.98 -3.99 -4.94
H: 0.34 -4.16 -3.30
H: 2.00 -3.57 -3.57
H: 0.20 -1.91 -6.09
H: 1.66 -1.18 -5.42
H: -1.11 -0.03 -5.45
H: 0.40 0.80 -5.05
H: -1.17 0.22 -2.96

Computed, not measured: a cluster of 2 separate species, C6H12O in total, with wB97M-V/def2-TZVPD.

Results
Net charge ... 0
Energy above the lowest of the compared OMol25 structures with the same formula, charge and spin ... 102.26 kcal per mole

Positions of all 19 atoms, in Å:
C: -0.25 -1.51 -1.35
C: -0.22 0.01 -1.44
C: 0.42 0.75 -0.28
C: 1.74 0.80 -0.13
C: -0.47 1.45 0.73
C: -0.92 0.25 1.48
O: -2.21 0.07 1.26
H: -0.84 -1.84 -0.49
H: 0.77 -1.91 -1.23
H: -0.70 -1.94 -2.25
H: -1.25 0.37 -1.59
H: 0.36 0.30 -2.32
H: 2.39 0.35 -0.87
H: 2.19 1.38 0.67
H: 1.61 -1.05 2.31
H: -1.28 2.04 0.26
H: 0.16 2.09 1.36
H: 0.90 -0.81 2.26
H: -2.40 -0.80 1.62

Computed, not measured: an isolated molecule of C6H8, with wB97M-V/def2-TZVPD.

Results
Net charge ... 0
Energy above the lowest of the compared OMol25 structures with the same formula, charge and spin ... 123.97 kcal per mole

Positions of all 14 atoms, in Å:
C: 0.12 -1.33 0.46
C: -0.82 -0.12 0.29
C: -0.42 1.58 -1.26
C: 0.31 0.73 1.03
C: 1.03 -0.16 0.01
C: -0.05 0.19 -1.07
H: 0.00 -2.16 -0.24
H: 0.24 -1.68 1.49
H: -1.92 -0.12 0.38
H: -1.23 1.56 -2.01
H: 0.42 1.81 0.90
H: 0.42 0.45 2.08
H: 2.10 -0.20 -0.18
H: -0.19 -0.55 -1.87

Computed, not measured: the ion C11H20N3 with charge +1 in a non-equilibrium geometry, with wB97M-V/def2-TZVPD.

Results
Net charge ... +1
Energy above the lowest of the compared OMol25 structures with the same formula, charge and spin ... 107.50 kcal per mole

Positions of all 34 atoms, in Å:
C: 1.12 1.07 -1.71
C: 0.18 -0.58 1.98
C: 2.16 1.19 -0.64
C: 2.81 -0.10 -0.26
C: 1.85 0.60 0.74
C: -0.33 0.02 -0.24
C: 4.26 -0.19 0.17
C: -2.25 1.97 0.94
C: -1.75 -2.56 -0.92
C: -2.65 1.00 -0.19
C: -2.39 -1.18 -0.97
N: -0.02 0.54 -1.42
N: 0.48 -0.02 0.86
N: -1.80 -0.29 -0.04
H: 1.38 1.43 -2.64
H: -0.78 -0.93 2.21
H: 1.01 -0.62 2.80
H: 2.83 2.10 -0.67
H: 2.49 -1.08 -0.79
H: 2.23 0.94 1.66
H: 4.42 -1.21 0.57
H: 4.64 0.59 0.95
H: 4.98 -0.14 -0.52
H: -2.68 2.95 0.88
H: -2.57 1.44 1.96
H: -1.10 2.13 1.03
H: -2.37 -3.17 -1.53
H: -0.76 -2.52 -1.16
H: -1.91 -2.96 0.03
H: -2.41 1.37 -1.14
H: -3.63 0.69 -0.13
H: -3.41 -1.41 -0.85
H: -2.23 -0.67 -1.87
H: -1.81 -0.44 0.93

Computed, not measured: a structure of composition C33H35GeN3OPRuS2Se2 in a non-equilibrium geometry, with wB97M-V/def2-TZVPD.

Results
Net charge ... 0
Energy above the lowest of the compared OMol25 structures with the same formula, charge and spin ... 14.70 kcal per mole
Expectation value of S² ... 0.78
2S+1 ... 2

Positions of all 79 atoms, in Å:
Ru: -0.17 -0.46 0.44
Se: -0.89 2.56 2.67
P: -1.52 0.55 2.07
Se: -1.66 -2.22 0.27
C: -3.33 0.70 1.77
C: -3.97 0.20 0.65
C: -5.35 0.33 0.50
C: -6.09 0.97 1.47
C: -5.46 1.49 2.59
C: -4.09 1.36 2.74
C: -1.55 -0.49 3.59
C: -0.77 -0.14 4.69
C: -0.77 -0.94 5.83
C: -1.55 -2.09 5.87
C: -2.33 -2.43 4.78
C: -2.33 -1.64 3.65
H: -3.40 -0.30 -0.13
H: -5.83 -0.07 -0.38
H: -7.17 1.07 1.37
H: -6.03 2.00 3.36
H: -3.59 1.77 3.61
H: -0.18 0.76 4.66
H: -0.15 -0.67 6.68
H: -1.55 -2.71 6.76
H: -2.95 -3.32 4.81
H: -2.95 -1.92 2.80
N: 2.42 -0.63 -2.95
C: 1.94 -1.90 -3.23
C: 2.14 -2.74 -4.32
C: 1.50 -3.96 -4.28
C: 0.70 -4.33 -3.18
C: 0.51 -3.50 -2.11
C: 1.14 -2.25 -2.14
N: 1.14 -1.20 -1.21
C: 1.90 -0.27 -1.75
C: 2.13 0.99 -1.07
C: 3.01 1.99 -1.40
S: 2.88 3.25 -0.25
C: 1.67 2.37 0.58
N: 1.38 1.22 0.05
H: 3.01 -0.07 -3.54
H: 2.75 -2.45 -5.16
H: 1.61 -4.65 -5.11
H: 0.23 -5.30 -3.19
H: -0.10 -3.79 -1.27
H: 3.72 2.03 -2.20
H: 1.16 2.73 1.46
C: 1.06 -4.14 1.68
Ge: 1.95 -2.50 2.23
C: 2.28 -2.59 4.15
C: 3.67 -2.37 1.29
C: 0.92 -0.88 1.86
H: 1.64 -5.00 2.01
H: 0.96 -4.18 0.60
H: 0.06 -4.19 2.10
H: 3.02 -3.35 4.38
H: 1.36 -2.82 4.69
H: 2.65 -1.63 4.52
H: 4.28 -3.24 1.52
H: 4.22 -1.48 1.59
H: 3.52 -2.33 0.21
H: 1.18 0.00 2.48
C: -1.14 3.59 -1.62
S: -1.98 2.12 -1.04
O: -1.02 1.00 -1.35
C: -3.25 2.02 -2.27
C: -3.06 1.27 -3.41
C: -4.08 1.19 -4.35
C: -5.28 1.86 -4.13
C: -5.46 2.60 -2.97
C: -4.45 2.68 -2.03
H: -0.88 3.47 -2.67
H: -0.26 3.71 -1.00
H: -1.80 4.45 -1.48
H: -2.13 0.73 -3.54
H: -3.95 0.60 -5.24
H: -6.07 1.79 -4.85
H: -6.40 3.11 -2.79
H: -4.59 3.23 -1.11

Computed, not measured: a structure of composition C11H31ClIOP2Pb in a non-equilibrium geometry, with wB97M-V/def2-TZVPD.

Results
Net charge ... +3
Energy above the lowest of the compared OMol25 structures with the same formula, charge and spin ... 1.64 kcal per mole

Positions of all 48 atoms, in Å:
C: -0.92 0.07 -4.95
I: -1.95 1.23 -3.34
H: 0.17 0.11 -4.85
H: -1.25 0.55 -5.89
H: -1.28 -0.97 -4.92
Pb: -0.01 -0.17 -1.15
P: 0.37 2.71 -0.92
C: -1.12 3.74 -0.72
C: 1.44 3.15 0.48
H: 1.68 4.23 0.49
H: 1.32 4.53 -2.26
H: 2.37 2.57 0.40
H: 2.23 2.99 -2.43
H: -1.60 3.49 0.23
H: 0.94 2.89 1.42
C: 1.22 3.44 -2.36
H: -0.88 4.82 -0.71
H: 0.66 3.21 -3.28
H: -1.82 3.54 -1.54
P: 0.39 -3.01 -0.43
C: -1.05 -4.08 -0.08
C: 1.24 -3.84 -1.81
H: 2.40 -2.69 0.86
H: 1.80 -4.37 1.07
H: 1.00 -3.01 1.93
C: 1.50 -3.31 0.99
H: 2.18 -3.31 -2.01
H: 1.46 -4.90 -1.60
H: -0.77 -5.14 0.05
H: -1.77 -4.01 -0.91
H: 0.62 -3.78 -2.72
H: -1.55 -3.73 0.83
Cl: 2.50 -0.19 -0.48
C: -2.35 -0.61 2.81
C: -1.85 0.49 1.91
O: -0.51 0.32 1.42
C: 0.52 0.00 2.40
C: 0.66 1.00 3.51
H: -2.22 -1.61 2.38
H: -3.42 -0.48 2.95
H: -1.89 -0.55 3.80
H: -2.47 0.53 1.00
H: -1.90 1.47 2.42
H: 0.31 -1.01 2.77
H: 1.44 -0.04 1.82
H: -0.27 1.13 4.06
H: 1.42 0.61 4.21
H: 1.02 1.97 3.16

Computed, not measured: a structure of composition C4H4N2 in a non-equilibrium geometry, with wB97M-V/def2-TZVPD.

Results
Net charge ... 0
Energy above the lowest of the compared OMol25 structures with the same formula, charge and spin ... 157.37 kcal per mole

Positions of all 10 atoms, in Å:
C: 1.14 1.11 -1.04
C: 1.23 0.42 -2.09
C: 0.93 1.57 0.29
C: 0.42 0.42 0.76
N: 0.61 -0.49 -0.31
N: -0.41 -1.26 -0.66
H: 1.17 2.51 0.74
H: 0.00 0.08 1.69
H: -1.32 -0.82 -0.80
H: -0.18 -1.94 -1.38

Number 1: DFT total energy -4713.6419 eV. Number 2: DFT total energy -13022.2877 eV. Number 3: DFT total energy -17144.3034 eV. Number 4: DFT total energy -59809.1073 eV. Number 5: DFT total energy -8430.4569 eV. Number 6: DFT total energy -87035.1374 eV. Number 7: DFT total energy -8459.9195 eV. Number 8: DFT total energy -6345.4080 eV. Number 9: DFT total energy -16190.6116 eV. Number 10: DFT total energy -262057.1127 eV. Number 11: DFT total energy -58376.4600 eV. Number 12: DFT total energy -7185.8643 eV.